(1)
{"formula": "C34H93N7O10", "method": "ωB97M-V with the def2-TZVPD basis set", "elements": ["C", "O", "C", "C", "C", "N", "H", "H", "H", "H", "H", "H", "H", "H", "H", "H", "H", "C", "O", "C", "C", "C", "N", "H", "H", "H", "H", "H", "H", "H", "H", "H", "H", "H", "C", "O", "C", "C", "C", "N", "H", "H", "H", "H", "H", "H", "H", "H", "H", "H", "H", "C", "O", "C", "C", "C", "N", "H", "H", "H", "H", "H", "H", "H", "H", "H", "H", "H", "C", "O", "C", "C", "C", "N", "H", "H", "H", "H", "H", "H", "H", "H", "H", "H", "H", "C", "O", "C", "C", "C", "N", "H", "H", "H", "H", "H", "H", "H", "H", "H", "H", "H", "C", "O", "C", "C", "N", "C", "C", "O", "C", "H", "H", "H", "H", "H", "H", "H", "H", "H", "H", "H", "H", "H", "H", "H", "C", "C", "O", "H", "H", "H", "H", "H", "H", "C", "C", "O", "H", "H", "H", "H", "H", "H"], "coordinates": [[-13.693, 2.418, 16.595], [-14.147, 2.790, 17.896], [-15.559, 2.878, 18.100], [-15.901, 3.438, 19.493], [-14.981, 2.963, 20.654], [-17.284, 3.131, 19.891], [-14.142, 1.476, 16.284], [-12.621, 2.390, 16.784], [-13.848, 3.199, 15.843], [-15.975, 3.416, 17.251], [-15.918, 1.842, 18.118], [-15.784, 4.525, 19.492], [-14.834, 3.680, 21.462], [-13.952, 2.860, 20.288], [-15.400, 2.031, 21.022], [-17.305, 2.300, 20.464], [-17.630, 3.875, 20.482], [-19.084, 4.466, 16.661], [-18.688, 5.179, 15.515], [-17.534, 5.972, 15.628], [-17.161, 6.455, 14.243], [-16.795, 5.256, 13.329], [-15.921, 7.238, 14.232], [-19.964, 3.879, 16.384], [-19.496, 5.095, 17.456], [-18.313, 3.752, 16.944], [-17.762, 6.858, 16.242], [-16.674, 5.477, 16.099], [-18.015, 6.934, 13.764], [-16.341, 5.502, 12.377], [-17.691, 4.638, 13.208], [-16.181, 4.565, 13.918], [-16.126, 8.085, 14.753], [-15.073, 6.801, 14.576], [-17.673, 6.809, 6.034], [-17.692, 6.388, 7.380], [-17.030, 7.298, 8.234], [-15.634, 6.850, 8.679], [-15.493, 5.587, 9.474], [-15.067, 7.957, 9.492], [-16.660, 7.031, 5.681], [-18.255, 7.691, 5.745], [-18.049, 5.950, 5.479], [-17.011, 8.294, 7.785], [-17.593, 7.425, 9.170], [-15.077, 6.815, 7.735], [-15.871, 4.715, 8.924], [-16.068, 5.633, 10.401], [-14.494, 5.233, 9.739], [-14.327, 7.535, 10.035], [-15.755, 8.412, 10.078], [-14.636, 10.687, 14.783], [-13.622, 10.899, 13.833], [-13.994, 10.586, 12.489], [-12.737, 10.674, 11.632], [-12.197, 12.102, 11.562], [-13.097, 10.296, 10.255], [-14.855, 9.613, 14.733], [-15.551, 11.223, 14.511], [-14.406, 10.873, 15.830], [-14.417, 9.577, 12.502], [-14.667, 11.380, 12.158], [-11.909, 10.034, 11.958], [-11.568, 12.188, 10.676], [-11.560, 12.297, 12.431], [-12.947, 12.892, 11.578], [-12.264, 10.107, 9.718], [-13.701, 9.481, 10.304], [-5.784, 8.162, 13.668], [-7.191, 8.056, 13.561], [-7.772, 8.662, 14.718], [-9.249, 8.276, 14.828], [-10.169, 8.805, 13.734], [-9.738, 8.798, 16.115], [-5.355, 7.995, 12.679], [-5.373, 7.468, 14.406], [-5.499, 9.185, 13.942], [-7.336, 8.570, 15.714], [-7.721, 9.731, 14.465], [-9.279, 7.183, 14.841], [-9.999, 9.865, 13.520], [-11.239, 8.686, 13.914], [-10.063, 8.347, 12.742], [-10.669, 8.446, 16.278], [-9.726, 9.809, 16.095], [-10.044, 4.255, 20.281], [-10.524, 5.008, 19.185], [-11.852, 5.518, 19.327], [-12.189, 6.164, 17.977], [-13.568, 6.805, 18.024], [-12.182, 5.164, 16.900], [-9.497, 3.405, 19.877], [-10.840, 3.781, 20.868], [-9.500, 4.880, 20.990], [-12.568, 4.744, 19.612], [-11.780, 6.301, 20.089], [-11.448, 6.910, 17.692], [-14.345, 6.082, 17.756], [-13.663, 7.682, 17.386], [-13.862, 7.075, 19.043], [-12.800, 4.379, 17.063], [-11.241, 4.776, 16.921], [-9.236, 1.579, 9.941], [-10.431, 2.219, 9.509], [-11.514, 2.014, 10.346], [-12.678, 2.967, 9.963], [-13.960, 2.575, 10.443], [-14.358, 2.726, 11.845], [-13.962, 1.567, 12.728], [-15.131, 0.843, 13.118], [-14.791, -0.422, 13.628], [-9.452, 0.518, 9.781], [-9.031, 1.785, 10.995], [-8.398, 1.942, 9.352], [-11.283, 2.184, 11.409], [-11.890, 0.980, 10.306], [-12.669, 2.934, 8.871], [-12.354, 3.964, 10.278], [-14.668, 2.138, 9.887], [-15.439, 2.831, 11.965], [-14.028, 3.740, 12.094], [-13.465, 1.839, 13.674], [-13.260, 0.881, 12.246], [-14.039, -0.996, 13.074], [-15.707, -1.010, 13.553], [-14.425, -0.474, 14.660], [-12.836, 6.657, 12.175], [-12.390, 5.871, 13.393], [-13.372, 5.672, 14.376], [-12.045, 6.494, 11.442], [-12.875, 7.719, 12.431], [-13.831, 6.368, 11.832], [-11.510, 6.390, 13.790], [-12.070, 4.871, 13.067], [-12.970, 5.615, 15.271], [-9.314, 5.442, 10.955], [-8.026, 6.176, 11.344], [-7.443, 5.430, 12.426], [-9.769, 5.935, 10.089], [-10.099, 5.513, 11.712], [-9.174, 4.382, 10.745], [-8.371, 7.168, 11.630], [-7.384, 6.266, 10.468], [-7.185, 6.073, 13.103]], "mulliken_charge": [-1.001, -0.385, -0.307, 0.675, -1.339, -0.614, 0.179, 0.502, 0.247, -0.134, 0.301, 0.188, 0.327, 0.162, 0.434, 0.281, 0.283, -0.642, -0.367, 0.190, -0.117, -0.747, 0.064, 0.295, 0.284, 0.186, 0.503, -0.433, 0.527, -0.292, 0.674, -0.043, 0.124, -0.230, -0.741, -0.360, -1.007, 0.599, -0.653, -0.572, 0.323, 0.296, 0.267, 0.481, 0.405, 0.141, 0.474, -0.217, 0.086, 0.244, 0.210, 0.097, -0.395, -0.637, 1.581, -1.503, -0.653, -0.550, 0.301, 0.333, 0.190, 0.552, -0.597, 0.401, 0.315, 0.328, 0.339, 0.064, -0.960, -0.275, -1.309, 1.137, -1.525, -0.719, 0.279, 0.353, 0.379, 0.454, 0.337, 0.198, 0.507, 0.337, 0.268, 0.141, 0.285, -0.815, -0.319, -0.558, 0.751, -1.139, -0.162, 0.285, 0.300, 0.282, -0.027, 0.447, 0.182, -0.011, 0.146, 0.469, -0.235, 0.319, -0.826, -0.383, -0.693, -0.177, -0.065, 0.268, -0.341, -0.360, -0.739, 0.352, 0.327, 0.240, 0.312, 0.462, 0.480, -0.193, 0.250, 0.385, -0.830, 0.260, 0.360, 0.323, 0.287, 0.220, 0.590, -0.144, 0.274, 0.544, -0.420, -0.639, -0.339, 0.232, 0.138, -0.198, -0.005, -0.627, 0.409, -0.255, 0.054, 0.072, 0.261, 0.413], "smiles": "COC[C@H](C)N.COC[C@H](C)N.COC[C@H](C)N.COC[C@H](C)N.COC[C@H](C)N.COC[C@H](C)N.COCCNCCOC.CCO.CCO", "e_lumo_ev": 0.565, "homo_lumo_gap_ev": 8.80, "charge": 0, "homo_ev": -8.23, "e_tot_ha": -2486.64822, "e_above_lowest_kj_mol": 3.14, "spin_multiplicity": 1}



(2)
{"formula": "C34H96F6N6O16P", "method": "ωB97M-V with the def2-TZVPD basis set", "elements": ["P", "F", "F", "F", "F", "F", "F", "C", "C", "C", "O", "C", "N", "H", "H", "H", "H", "H", "H", "H", "H", "H", "H", "H", "C", "C", "C", "O", "C", "N", "H", "H", "H", "H", "H", "H", "H", "H", "H", "H", "H", "C", "C", "C", "O", "C", "N", "H", "H", "H", "H", "H", "H", "H", "H", "H", "H", "H", "C", "C", "C", "O", "C", "N", "H", "H", "H", "H", "H", "H", "H", "H", "H", "H", "H", "C", "C", "C", "O", "C", "N", "H", "H", "H", "H", "H", "H", "H", "H", "H", "H", "H", "C", "C", "C", "O", "C", "N", "H", "H", "H", "H", "H", "H", "H", "H", "H", "H", "H", "C", "C", "O", "O", "H", "H", "H", "H", "H", "H", "C", "C", "O", "O", "H", "H", "H", "H", "H", "H", "C", "C", "O", "O", "H", "H", "H", "H", "H", "H", "C", "C", "O", "O", "H", "H", "H", "H", "H", "H", "C", "C", "O", "O", "H", "H", "H", "H", "H", "H"], "coordinates": [[-9.283, 14.868, -16.901], [-8.221, 16.111, -17.053], [-8.258, 13.990, -16.022], [-9.913, 15.461, -15.554], [-10.308, 13.582, -17.007], [-10.327, 15.633, -17.843], [-8.590, 14.226, -18.257], [-4.928, 11.883, -13.909], [-4.651, 12.998, -14.898], [-4.996, 14.381, -14.344], [-4.382, 15.326, -15.201], [-5.050, 16.575, -15.080], [-3.159, 12.962, -15.167], [-6.009, 11.809, -13.703], [-4.597, 11.979, -12.866], [-4.701, 10.870, -14.244], [-5.278, 12.795, -15.761], [-4.719, 14.583, -13.294], [-6.086, 14.523, -14.303], [-6.006, 16.688, -15.594], [-4.486, 17.409, -15.510], [-5.097, 16.892, -14.032], [-2.793, 12.836, -14.224], [-3.088, 12.028, -15.575], [-10.713, 20.711, -18.531], [-10.665, 19.810, -17.316], [-11.157, 20.412, -15.978], [-10.568, 21.698, -15.826], [-11.184, 22.552, -14.913], [-11.344, 18.517, -17.533], [-10.267, 21.657, -18.217], [-11.727, 20.786, -18.931], [-10.076, 20.342, -19.339], [-9.588, 19.636, -17.140], [-10.765, 19.722, -15.227], [-12.241, 20.539, -16.014], [-11.440, 22.073, -13.962], [-12.124, 23.007, -15.263], [-10.503, 23.394, -14.782], [-10.682, 17.856, -17.129], [-11.195, 18.388, -18.533], [-7.760, 18.138, -19.745], [-6.507, 18.830, -19.185], [-6.526, 20.355, -19.209], [-6.292, 20.902, -20.490], [-6.260, 22.311, -20.415], [-6.327, 18.256, -17.830], [-8.015, 18.568, -20.716], [-8.618, 18.269, -19.076], [-7.733, 17.051, -19.837], [-5.681, 18.457, -19.798], [-5.714, 20.606, -18.514], [-7.503, 20.721, -18.872], [-5.653, 22.627, -19.562], [-7.296, 22.657, -20.275], [-5.925, 22.751, -21.352], [-7.263, 18.065, -17.470], [-6.111, 19.038, -17.199], [-10.756, 9.195, -15.876], [-11.205, 10.221, -14.845], [-11.039, 9.606, -13.464], [-11.536, 10.604, -12.575], [-11.396, 10.266, -11.213], [-10.351, 11.384, -15.004], [-10.938, 9.505, -16.905], [-11.267, 8.254, -15.641], [-9.695, 8.957, -15.773], [-12.265, 10.463, -14.992], [-9.982, 9.429, -13.230], [-11.563, 8.653, -13.335], [-12.041, 9.420, -10.944], [-11.811, 11.094, -10.636], [-10.351, 10.071, -10.962], [-10.461, 11.844, -15.901], [-10.494, 12.102, -14.302], [-12.810, 17.089, -14.335], [-14.271, 16.663, -14.380], [-14.495, 15.344, -13.680], [-13.582, 14.342, -14.090], [-13.627, 13.185, -13.298], [-15.165, 17.682, -13.851], [-12.518, 17.435, -13.336], [-12.579, 17.871, -15.063], [-12.054, 16.354, -14.619], [-14.411, 16.555, -15.460], [-15.517, 14.974, -13.847], [-14.400, 15.468, -12.591], [-13.456, 13.400, -12.235], [-12.782, 12.556, -13.581], [-14.566, 12.652, -13.483], [-14.866, 18.027, -12.942], [-16.058, 17.244, -13.634], [-13.568, 14.913, -17.919], [-13.150, 14.704, -19.390], [-13.419, 13.236, -19.719], [-13.420, 13.091, -21.141], [-13.399, 11.754, -21.559], [-13.920, 15.704, -20.224], [-13.085, 14.158, -17.291], [-14.645, 14.880, -17.720], [-13.240, 15.899, -17.577], [-12.083, 14.895, -19.352], [-14.342, 12.802, -19.318], [-12.560, 12.674, -19.333], [-13.708, 11.693, -22.602], [-14.141, 11.131, -21.040], [-12.434, 11.271, -21.389], [-14.191, 16.356, -19.490], [-14.816, 15.222, -20.346], [-5.126, 13.867, -18.863], [-5.567, 15.144, -18.155], [-4.462, 15.983, -17.847], [-4.070, 13.354, -18.035], [-4.827, 14.030, -19.908], [-5.969, 13.174, -18.924], [-6.106, 14.818, -17.261], [-6.256, 15.782, -18.714], [-4.851, 16.875, -17.869], [-4.161, 12.416, -18.265], [-10.055, 14.518, -12.490], [-10.168, 13.843, -11.138], [-9.139, 14.378, -10.282], [-8.875, 14.100, -13.191], [-10.024, 15.605, -12.378], [-10.903, 14.191, -13.108], [-9.888, 12.799, -11.308], [-11.123, 14.007, -10.654], [-8.284, 13.999, -10.494], [-9.001, 14.512, -14.059], [-8.137, 10.562, -20.826], [-9.308, 11.383, -21.361], [-9.894, 12.188, -20.328], [-7.117, 11.378, -20.239], [-7.646, 10.011, -21.637], [-8.452, 9.794, -20.119], [-10.118, 10.929, -21.928], [-8.899, 12.163, -22.027], [-9.180, 12.480, -19.738], [-6.616, 11.652, -21.016], [-6.133, 10.021, -17.603], [-7.235, 10.993, -17.210], [-7.269, 11.096, -15.764], [-4.814, 10.537, -17.500], [-6.398, 9.547, -18.552], [-6.291, 9.214, -16.870], [-8.231, 10.677, -17.520], [-6.917, 12.005, -17.477], [-8.060, 11.610, -15.542], [-4.266, 9.752, -17.603], [-9.517, 16.483, -22.501], [-9.874, 15.314, -21.549], [-11.229, 14.881, -21.567], [-10.679, 16.861, -23.250], [-8.807, 16.103, -23.239], [-9.109, 17.310, -21.928], [-9.631, 15.591, -20.518], [-9.220, 14.466, -21.769], [-11.169, 13.921, -21.529], [-10.381, 17.201, -24.096]], "mulliken_charge": [2.532, -0.368, -0.229, -0.439, -0.677, -0.571, -0.302, -1.510, 2.520, -0.725, -0.295, -0.592, -0.786, 0.107, 0.422, 0.402, -1.247, 0.382, 0.085, -0.010, 0.226, 0.441, 0.345, 0.379, -1.732, 1.532, -0.775, -0.338, -0.820, -0.440, 0.431, 0.412, 0.298, -0.465, 0.351, 0.466, 0.317, 0.307, 0.250, -0.192, 0.263, -1.021, 0.550, -0.812, -0.355, -0.733, -0.075, 0.472, -0.043, 0.036, 0.229, 0.424, 0.300, 0.309, 0.273, 0.265, -0.261, 0.293, -1.526, 0.720, -1.083, -0.040, -0.958, 0.626, 0.310, 0.513, 0.210, 0.240, 0.351, 0.448, 0.316, 0.217, 0.373, -0.203, -0.358, -0.963, 1.229, -1.020, 0.136, -0.649, -0.717, 0.471, 0.181, -0.113, -0.274, 0.298, 0.350, 0.330, -0.130, 0.359, 0.297, 0.279, -1.827, 2.690, -0.783, -0.332, -0.664, -0.766, 0.387, 0.487, 0.116, -1.300, 0.487, 0.240, 0.223, 0.370, 0.106, 0.374, 0.407, 0.442, 1.567, -0.718, -0.573, 0.374, -0.640, -0.795, -0.668, 0.440, 0.303, 0.256, -0.829, -0.636, -0.452, 0.385, -0.020, 0.243, 0.307, 0.365, -0.187, -0.957, -0.428, 0.125, -0.260, 0.525, 0.227, 0.470, 0.187, -0.121, 0.219, -1.121, 1.195, -0.496, -0.353, 0.374, 0.443, 0.341, -0.878, -0.063, 0.229, -0.078, 1.086, -0.575, -0.509, 0.417, -0.146, -0.378, -0.361, 0.196, 0.288], "e_lumo_ev": 2.146, "homo_lumo_gap_ev": 8.28, "charge": -1, "homo_ev": -6.13, "e_tot_ha": -3825.98853, "spin_multiplicity": 1}